Entry 1:
Computed, not measured: a molecular structure, C39H75CaN3O6P3Si2, with ωB97M-V with the def2-TZVPD basis set.

```
129
Properties=species:S:1:pos:R:3:forces:R:3:mulliken_charge:R:1
Ca 0.464 -0.327 0.348 -0.33 -0.04 -0.07 1.160
C -2.631 -6.025 2.651 0.01 0.04 -0.03 -1.093
C -1.139 -5.826 2.496 -0.03 -0.08 0.01 0.516
C -0.506 -6.819 1.544 -0.01 0.02 0.02 -1.232
O -0.862 -4.445 2.112 0.07 0.08 0.03 -0.478
P -0.927 -3.665 0.765 -0.14 0.26 0.14 -0.292
O -0.961 -2.197 1.019 0.43 -0.30 -0.17 -0.270
C 0.501 -4.152 -0.224 0.01 0.07 -0.01 -0.240
P 0.563 -3.253 -1.784 0.03 0.10 -0.11 -0.405
O 0.320 -1.799 -1.603 0.21 0.06 0.30 0.101
O 1.975 -3.662 -2.341 -0.07 0.11 0.01 -0.572
C 2.464 -3.061 -3.597 0.06 0.02 -0.05 1.791
C 3.221 -4.149 -4.323 0.00 0.00 0.03 -1.793
C 3.317 -1.859 -3.264 -0.05 -0.06 0.04 -1.106
O -0.514 -3.852 -2.765 -0.03 -0.04 0.04 0.570
C -0.362 -5.162 -3.406 0.00 0.01 -0.02 0.550
C -1.402 -6.111 -2.849 0.00 0.03 -0.03 -1.273
C -0.506 -4.943 -4.896 -0.03 -0.01 0.04 -1.413
O -2.172 -4.184 -0.052 -0.01 -0.02 -0.04 0.211
C -3.286 -3.286 -0.385 -0.05 0.03 0.02 1.889
C -4.221 -3.183 0.800 0.02 -0.04 -0.02 -1.458
C -3.941 -3.833 -1.630 0.03 -0.04 0.04 -1.259
H -2.820 -7.001 3.097 0.00 -0.01 0.00 0.533
H -3.127 -5.984 1.681 -0.01 -0.01 0.00 0.006
H -3.056 -5.261 3.302 0.00 0.00 0.00 0.332
H -0.653 -5.897 3.469 0.01 0.01 -0.01 0.466
H -0.981 -6.775 0.561 0.00 -0.01 -0.01 0.141
H -0.654 -7.824 1.938 0.00 -0.01 -0.01 0.552
H 0.567 -6.654 1.448 0.00 0.01 0.00 0.307
H 0.521 -5.227 -0.399 -0.06 0.00 -0.04 0.555
H 1.396 -3.892 0.351 0.00 0.01 -0.01 0.066
H 1.593 -2.744 -4.178 -0.04 0.00 0.02 -0.573
H 4.068 -4.478 -3.720 0.01 -0.01 -0.01 0.401
H 3.598 -3.763 -5.270 0.01 0.00 -0.01 0.385
H 2.586 -5.010 -4.531 -0.01 0.01 -0.01 0.382
H 4.171 -2.156 -2.655 0.02 0.00 0.01 0.350
H 2.737 -1.113 -2.722 0.01 -0.02 -0.03 -0.100
H 3.682 -1.408 -4.187 0.01 0.01 0.00 0.566
H 0.640 -5.533 -3.177 0.00 0.02 0.01 0.395
H -2.401 -5.817 -3.168 0.01 -0.02 0.01 0.312
H -1.384 -6.127 -1.760 0.00 -0.01 0.01 0.173
H -1.204 -7.117 -3.219 -0.01 -0.01 0.00 0.483
H -1.478 -4.496 -5.109 -0.01 -0.01 -0.02 0.313
H -0.439 -5.898 -5.418 0.00 0.00 -0.01 0.452
H 0.268 -4.281 -5.280 0.02 0.01 0.00 0.240
H -2.845 -2.312 -0.594 0.05 -0.03 -0.02 -0.930
H -4.691 -4.145 1.006 -0.01 0.00 0.00 0.413
H -5.007 -2.458 0.582 -0.01 0.00 0.01 0.424
H -3.688 -2.855 1.694 -0.02 0.00 0.00 0.244
H -4.314 -4.842 -1.451 -0.01 0.00 -0.01 0.383
H -3.232 -3.855 -2.456 -0.02 0.03 0.01 -0.049
H -4.783 -3.198 -1.904 -0.01 0.00 -0.01 0.460
C 0.386 -0.794 3.974 0.04 -0.06 0.06 -0.553
Si 2.152 -1.230 3.477 -0.04 0.01 -0.04 0.066
C 3.222 -0.749 4.949 0.04 0.04 0.01 -1.268
C 2.229 -3.107 3.371 -0.01 0.01 -0.02 -0.746
C 2.535 -0.416 1.865 -0.04 0.03 0.03 1.817
C 2.498 1.074 1.941 -0.09 -0.07 -0.07 -1.317
C 3.320 1.846 2.786 0.01 -0.07 -0.02 -0.517
C 3.293 3.220 2.731 -0.04 0.05 -0.03 -1.336
C 2.437 3.851 1.828 0.05 0.02 0.05 -1.388
C 1.637 3.050 1.050 -0.04 0.00 -0.03 -0.601
N 1.643 1.713 1.105 0.12 -0.15 -0.02 1.305
Si 4.074 -0.900 0.971 -0.04 0.02 -0.02 -0.342
C 4.233 0.222 -0.540 0.06 0.04 0.05 -0.425
C 5.670 -0.717 1.946 0.04 0.00 0.03 -1.179
C 4.094 -2.679 0.358 -0.02 -0.04 -0.01 -0.711
H 0.169 -1.178 4.974 -0.04 0.02 0.01 0.652
H -0.338 -1.237 3.286 0.01 -0.01 0.01 -0.425
H 0.232 0.290 4.000 0.02 0.01 -0.01 0.260
H 2.965 -1.365 5.815 -0.01 -0.01 0.00 0.387
H 3.065 0.292 5.238 0.01 0.01 0.02 0.352
H 4.287 -0.886 4.747 0.01 0.01 0.01 0.317
H 2.083 -3.524 4.371 -0.03 -0.01 0.01 0.496
H 3.185 -3.478 3.002 0.00 0.00 0.04 0.285
H 1.430 -3.500 2.740 0.02 -0.04 -0.03 -0.061
H 3.992 1.337 3.462 0.00 0.00 0.00 0.789
H 3.939 3.804 3.375 0.00 0.01 0.00 0.477
H 2.394 4.927 1.741 0.00 0.00 -0.01 0.483
H 0.943 3.495 0.343 0.00 -0.01 0.01 0.416
H 4.498 1.238 -0.236 -0.01 0.02 0.00 0.434
H 3.291 0.287 -1.090 -0.03 -0.01 -0.04 -0.734
H 5.005 -0.134 -1.226 0.00 0.02 -0.01 0.663
H 5.776 0.279 2.379 0.02 0.01 0.00 0.329
H 6.541 -0.893 1.309 0.01 0.00 -0.01 0.381
H 5.709 -1.442 2.762 0.01 0.01 0.02 0.309
H 3.241 -2.925 -0.275 -0.01 0.00 -0.03 -0.220
H 4.130 -3.393 1.182 -0.01 -0.01 -0.04 0.470
H 4.994 -2.840 -0.241 0.02 0.01 -0.01 0.439
C -2.651 0.711 -0.197 -0.01 -0.05 0.01 1.585
C -3.949 1.531 0.014 0.00 0.01 0.02 -1.100
N -4.032 1.996 1.394 0.01 0.01 0.00 -0.159
C -3.925 0.844 2.287 0.01 0.01 0.00 -0.888
C -2.542 0.166 2.132 -0.04 0.01 0.04 0.179
N -1.797 0.777 1.007 -0.07 0.08 0.00 1.514
C -1.571 2.204 1.325 -0.03 0.00 -0.04 -0.171
C -2.913 2.898 1.662 -0.02 0.01 -0.01 -1.005
H -2.074 1.093 -1.041 -0.02 -0.01 0.00 -1.482
H -2.867 -0.342 -0.389 0.00 0.05 0.00 -0.407
H -4.834 0.931 -0.206 0.00 0.00 -0.01 0.342
H -3.973 2.403 -0.643 0.00 0.00 0.00 0.310
H -4.734 0.151 2.048 -0.01 0.00 -0.01 0.272
H -4.078 1.187 3.311 -0.01 -0.02 0.00 0.383
H -2.630 -0.901 1.934 0.03 0.06 0.03 -0.940
H -1.937 0.283 3.030 -0.02 0.01 -0.01 0.462
H -1.100 2.656 0.449 0.01 0.00 0.01 -0.374
H -0.861 2.266 2.150 -0.02 0.00 0.00 0.436
H -3.043 3.806 1.069 -0.01 0.00 0.00 0.364
H -2.955 3.184 2.714 0.00 0.00 0.00 0.254
C -0.835 3.092 -2.738 -0.05 -0.03 0.06 -1.532
P 0.305 1.720 -2.303 0.26 -0.26 -0.10 1.963
C 1.909 2.537 -2.626 -0.05 0.02 0.04 -1.536
C 0.113 0.626 -3.760 -0.07 0.09 0.01 0.208
C 1.097 0.446 -4.726 0.00 0.01 -0.02 -0.539
C 0.891 -0.421 -5.794 0.02 0.00 0.00 -0.784
C -0.303 -1.115 -5.910 -0.01 -0.01 0.00 -0.603
C -1.292 -0.946 -4.948 -0.02 -0.02 -0.02 -0.518
C -1.080 -0.089 -3.883 0.00 0.00 0.04 -0.576
H -0.590 3.506 -3.716 0.00 0.01 0.00 0.502
H -0.754 3.875 -1.982 -0.01 0.02 -0.02 0.398
H -1.868 2.742 -2.754 0.00 0.00 -0.01 0.407
H 1.936 3.001 -3.613 0.00 0.02 0.00 0.518
H 2.729 1.827 -2.533 0.02 0.00 -0.01 0.326
H 2.059 3.307 -1.868 0.02 0.00 -0.01 0.426
H 2.034 0.983 -4.661 0.01 0.00 0.00 0.377
H 1.662 -0.539 -6.544 0.00 0.00 0.00 0.433
H -0.467 -1.778 -6.749 0.00 0.00 0.00 0.449
H -2.227 -1.485 -5.029 0.00 0.00 0.00 0.412
H -1.853 0.019 -3.128 0.01 -0.01 -0.01 0.205
```
Positions in Å, forces in eV/Å.

## Properties
- Charge: +1
- Maximum force: 0.0107 hartree/bohr
- Multiplicity: 1
- Frontier orbital gap: 0.292 Eh
- ΔE to the lowest compared entry with this formula, charge and spin: 0.0 kcal/mol
- Total energy: -4427.66109 hartree
- LUMO: -1.47 eV

***

Entry 2:
Computed, not measured: a molecular structure, C39H77F18Mn2N10O29S6 in a non-equilibrium geometry, with ωB97M-V with the def2-TZVPD basis set.

```
181
Properties=species:S:1:pos:R:3:forces:R:3:mulliken_charge:R:1
Mn 3.783 0.891 1.611 1.17 0.65 -0.52 1.365
Mn 0.555 -3.378 1.453 0.25 -0.80 -0.24 2.103
C 3.375 2.773 -2.782 1.91 0.57 2.98 0.116
F 2.140 3.242 -2.527 -0.05 -0.55 -0.80 -0.001
F 3.362 1.525 -3.246 -0.85 -0.49 -0.15 -0.066
F 3.952 3.509 -3.735 -0.37 0.43 -0.39 -0.273
S 4.484 2.898 -1.136 2.66 0.63 3.30 1.138
O 5.838 2.624 -1.585 -1.70 -0.56 -1.56 -0.589
O 4.408 4.185 -0.498 -1.13 0.11 -2.16 -0.600
O 3.977 1.924 -0.122 -0.86 -0.05 -3.28 0.123
C 0.776 4.214 2.849 1.89 -1.52 -0.11 0.261
F 0.632 5.464 3.190 -0.51 1.53 0.70 -0.214
F 0.142 3.445 3.774 -0.53 0.21 -0.74 -0.220
F 0.228 4.106 1.621 -0.16 -0.65 0.68 -0.051
S 2.652 3.853 2.897 3.42 1.42 -4.37 1.249
O 3.085 4.225 4.224 -1.02 -0.55 0.38 -0.683
O 2.898 2.426 2.512 -2.02 2.23 2.06 -1.008
O 3.164 4.741 1.810 -2.33 -1.63 2.86 -0.601
C 7.458 -1.340 1.558 0.75 2.77 -2.24 0.488
F 7.241 -0.613 2.675 0.40 -1.21 -0.77 -0.166
F 8.846 -1.111 1.172 -2.45 -0.83 1.05 -0.316
F 7.290 -2.631 1.771 0.61 -0.16 0.48 -0.244
S 6.326 -0.717 0.037 1.35 6.11 2.87 1.328
O 6.392 -1.781 -0.851 0.02 -4.20 -2.78 -0.684
O 5.025 -0.511 0.663 0.03 -1.76 -0.25 -0.381
O 6.892 0.547 -0.404 0.08 -2.45 0.59 -0.618
C 4.714 -3.164 3.855 -2.60 2.86 -2.97 0.460
F 4.131 -4.062 4.629 0.91 -1.39 0.05 -0.201
F 5.592 -2.457 4.512 0.68 -0.52 0.30 -0.176
F 5.236 -3.617 2.667 -0.78 -0.41 2.35 -0.180
S 3.206 -1.939 3.439 -1.52 2.44 -1.77 0.522
O 2.499 -1.782 4.701 1.12 -0.31 0.29 -0.765
O 3.868 -0.698 2.905 -0.89 -3.55 2.44 -0.689
O 2.228 -2.495 2.451 2.89 0.18 1.20 0.020
C -0.232 0.845 -0.533 2.11 1.10 1.62 -0.382
F -1.544 0.747 -0.801 0.24 -0.92 -0.45 -0.019
F 0.587 0.415 -1.521 -1.41 -0.04 0.10 -0.037
F -0.021 2.182 -0.405 -0.04 -0.98 -0.08 0.035
S 0.380 0.004 1.134 2.38 2.65 0.49 0.236
O 1.820 0.365 1.187 -3.53 -1.42 -1.20 -0.677
O -0.382 0.678 2.153 -0.66 -0.34 -0.38 -0.249
O 0.122 -1.411 0.986 -0.75 -0.08 -1.11 -0.145
C 7.637 2.896 3.616 -1.60 1.27 -2.72 0.455
F 8.376 4.038 3.713 0.06 -0.79 0.06 -0.240
F 8.372 1.832 3.640 2.12 -1.28 -0.36 -0.199
F 6.891 2.799 4.674 -1.45 0.57 1.58 -0.238
S 6.579 2.951 1.932 -0.36 4.47 -5.08 1.067
O 5.644 1.821 2.013 1.20 0.37 1.66 -0.469
O 5.936 4.324 1.817 1.59 -3.50 2.42 -0.605
O 7.473 2.850 0.732 -0.19 -0.54 3.74 -0.656
C -1.083 -6.961 -0.704 0.64 0.27 0.69 -1.556
C -1.547 -5.655 0.002 -1.97 1.65 1.05 0.745
C -2.618 -6.111 1.078 0.45 -1.15 0.34 -1.319
O -0.772 -4.562 0.438 -0.34 -1.86 -0.55 -0.060
H -0.752 -7.678 0.047 0.22 -0.21 -0.14 0.308
H -0.317 -6.857 -1.473 0.18 0.34 0.19 0.218
H -1.945 -7.400 -1.205 -0.16 0.05 0.09 0.464
H -2.280 -5.290 -0.717 0.01 0.67 -0.84 -0.251
H -2.212 -6.705 1.897 0.66 -0.05 0.21 0.185
H -3.298 -6.836 0.630 -0.24 -0.01 -0.42 0.479
H -3.261 -5.408 1.608 0.29 0.79 -0.54 0.167
C 3.493 0.489 -6.078 2.78 -0.27 1.61 0.021
O 4.187 -0.523 -6.205 -1.80 0.03 -0.84 -0.647
N 2.185 0.721 -6.113 -1.70 -0.93 -1.37 0.245
C 1.713 2.110 -5.883 -0.15 -1.14 0.52 -0.645
C 1.176 -0.209 -6.760 0.91 1.81 0.26 -1.052
H 4.049 1.355 -5.688 -0.29 0.45 -0.30 0.386
H 0.743 2.234 -6.366 0.00 -0.01 -0.06 0.155
H 2.392 2.869 -6.271 0.12 -0.18 0.23 0.394
H 1.572 2.171 -4.804 -0.03 0.70 -0.11 0.037
H 0.804 0.465 -7.532 -0.39 -0.60 -0.54 0.451
H 1.607 -1.114 -7.187 0.23 0.24 0.27 0.321
H 0.327 -0.430 -6.113 0.27 -0.12 0.32 0.275
C 2.858 -3.205 -0.756 1.07 0.60 0.55 -0.377
O 2.186 -3.722 0.155 0.10 0.03 -1.93 -0.612
N 2.563 -2.885 -2.018 -1.28 0.10 0.40 0.464
C 3.618 -2.340 -2.922 -2.64 -1.15 -1.83 -0.865
C 1.208 -3.187 -2.600 1.19 0.04 0.62 -0.664
H 3.899 -2.886 -0.589 0.03 -0.22 0.52 0.389
H 3.776 -3.173 -3.607 1.49 -0.45 0.30 0.410
H 4.480 -1.758 -2.599 -0.33 -0.39 0.61 0.363
H 3.000 -1.840 -3.667 0.27 1.37 0.28 0.136
H 0.492 -3.325 -1.790 0.13 -0.02 0.10 -0.046
H 0.852 -2.401 -3.267 0.30 0.23 0.15 0.214
H 1.262 -4.112 -3.173 0.02 -0.13 -0.08 0.351
C -0.063 5.779 -5.697 -0.08 0.83 1.30 0.005
O 0.298 5.815 -4.539 -0.14 -0.49 -0.62 -0.512
N -1.069 5.053 -6.218 -1.46 -0.37 -1.89 0.338
C -1.329 5.201 -7.727 -0.15 -2.40 2.26 -1.005
C -1.982 4.128 -5.487 0.16 0.68 0.14 -1.060
H 0.341 6.490 -6.434 0.28 -0.15 -0.22 0.304
H -0.553 5.779 -8.229 -0.47 0.11 0.16 0.325
H -2.383 5.369 -7.947 0.08 1.28 0.21 0.306
H -1.313 4.158 -8.041 0.74 -0.15 -0.62 0.348
H -2.082 4.332 -4.421 0.60 0.46 -0.02 0.335
H -3.003 4.250 -5.847 0.08 0.11 -0.42 0.290
H -1.734 3.067 -5.540 0.40 0.01 -0.42 0.318
C -4.822 -0.576 6.458 3.94 1.90 -1.31 0.198
O -4.550 -1.094 7.514 -1.19 -0.82 0.93 -0.624
N -3.809 0.148 5.793 -3.95 -0.87 -0.85 0.097
C -4.104 0.590 4.410 0.25 -1.43 0.43 -1.100
C -2.473 0.386 6.237 -0.22 0.21 -0.76 -0.681
H -5.743 -0.572 5.854 -0.20 -0.29 0.44 0.273
H -3.876 -0.232 3.731 0.76 0.10 -0.23 0.335
H -3.497 1.461 4.165 -0.52 0.11 -0.07 0.481
H -5.178 0.618 4.226 -0.09 0.95 0.34 0.228
H -2.435 1.463 6.404 0.61 0.00 0.72 0.327
H -2.202 -0.261 7.071 0.04 0.34 -0.06 0.289
H -1.884 0.228 5.334 0.72 -0.27 0.34 0.156
C -0.615 -2.763 4.528 -0.08 -1.28 -1.81 -0.076
O -0.267 -2.790 3.327 -1.12 0.75 3.07 -0.291
N -1.359 -3.755 5.065 -0.63 -0.86 1.07 0.324
C -1.849 -4.929 4.296 1.18 1.15 -0.48 -0.482
C -1.678 -3.854 6.508 -1.36 -0.25 -0.59 -1.148
H -0.445 -2.019 5.322 0.65 0.45 -0.82 0.316
H -1.380 -5.851 4.639 -0.25 -0.09 0.47 0.321
H -1.470 -4.822 3.280 -0.21 0.19 -0.09 -0.517
H -2.938 -4.975 4.274 0.06 -0.05 0.24 0.406
H -2.762 -3.923 6.599 -0.36 -0.54 -0.32 0.407
H -1.280 -4.793 6.894 0.30 0.22 0.24 0.346
H -1.593 -3.020 7.204 1.32 0.36 -0.60 0.330
C -3.746 3.733 -0.684 -0.67 0.62 1.75 0.260
O -4.284 4.181 -1.687 0.04 -0.45 0.82 -0.732
N -4.293 3.699 0.626 0.45 1.63 -4.54 0.211
C -3.604 3.145 1.692 0.74 -1.09 2.41 -0.487
C -5.632 4.195 0.923 1.48 0.40 0.10 -1.103
H -2.707 3.372 -0.660 -0.09 -0.19 -0.13 0.333
H -3.203 3.785 2.479 -0.48 1.18 -0.03 0.251
H -2.665 2.619 1.521 -0.44 -0.72 -0.90 0.099
H -4.391 2.577 2.188 0.61 -0.95 0.48 0.152
H -6.263 3.314 1.040 -0.64 0.44 -0.05 0.306
H -5.506 4.759 1.847 -0.44 -0.28 0.40 0.377
H -5.916 4.971 0.212 -0.33 -0.67 -0.43 0.322
C -7.053 1.049 -4.429 1.26 -2.14 1.26 0.162
O -8.086 1.537 -4.768 -1.39 1.32 -0.83 -0.593
N -5.813 1.231 -4.878 2.01 1.23 -0.09 0.187
C -4.691 0.271 -4.523 -1.09 0.22 -1.03 -0.770
C -5.542 2.139 -5.987 0.56 -0.62 -0.52 -0.897
H -7.002 0.239 -3.684 -0.35 -0.12 0.45 0.231
H -3.690 0.604 -4.795 -0.38 0.65 -0.34 0.263
H -4.962 -0.549 -5.189 0.68 -0.70 0.46 0.454
H -4.551 -0.023 -3.483 -0.88 0.12 0.04 0.096
H -6.434 2.395 -6.558 -0.12 0.01 0.44 0.359
H -4.965 3.030 -5.741 -0.33 0.10 0.51 0.194
H -4.887 1.590 -6.663 0.02 -0.07 -0.31 0.361
C 1.918 6.220 -1.156 -0.07 -0.63 -0.23 0.704
O 2.866 6.239 -0.457 2.08 0.10 0.70 -0.560
N 0.939 7.098 -1.000 -4.85 2.68 0.20 0.028
C -0.310 6.970 -1.844 1.00 -1.01 0.77 -1.072
C 0.807 8.100 0.123 -0.14 -0.97 -1.45 -1.040
H 1.680 5.533 -1.982 0.40 -0.30 -0.11 0.043
H -0.504 5.918 -2.051 0.59 -0.22 -0.31 0.291
H -0.226 7.460 -2.815 -0.13 0.30 0.22 0.245
H -1.248 7.168 -1.325 0.27 0.95 0.35 0.411
H -0.067 7.872 0.732 0.01 -0.39 0.16 0.297
H 1.680 8.172 0.772 0.08 -0.18 -0.47 0.305
H 0.545 9.032 -0.380 0.38 0.42 0.20 0.392
C -4.638 -2.073 1.412 1.01 -0.94 -1.51 0.282
O -5.451 -1.744 2.222 -1.34 0.84 0.88 -0.678
N -4.703 -1.919 0.045 0.40 -2.06 2.30 0.422
C -3.689 -2.662 -0.715 0.79 0.48 0.52 -0.286
C -5.797 -1.308 -0.598 0.15 1.67 -3.21 -1.089
H -3.719 -2.613 1.689 0.12 0.16 0.11 0.213
H -2.931 -3.009 -0.012 0.01 -0.04 0.22 -0.583
H -3.084 -2.018 -1.354 -0.41 0.19 -0.40 0.340
H -3.980 -3.578 -1.228 -0.71 0.27 -0.19 0.339
H -6.650 -0.767 -0.190 0.68 -0.42 1.37 0.335
H -5.250 -0.581 -1.199 -0.41 1.02 -0.26 0.266
H -6.236 -1.844 -1.440 -0.07 -1.15 0.29 0.363
C 1.688 -6.105 3.391 0.00 0.42 -0.22 -0.150
O 1.334 -5.228 2.601 0.05 -2.44 0.79 -0.687
N 1.522 -7.488 3.331 0.03 1.24 0.94 0.239
C 1.907 -8.356 4.519 -0.46 1.87 -2.48 -0.943
C 0.669 -8.037 2.302 -0.23 -0.03 0.24 -0.744
H 2.247 -5.782 4.283 0.07 -0.26 0.08 0.276
H 2.352 -9.185 3.967 0.21 -0.43 1.02 0.360
H 1.030 -8.600 5.118 0.07 -0.27 -0.04 0.255
H 2.602 -7.733 5.082 0.17 -0.54 0.15 0.312
H 0.779 -7.405 1.421 -0.21 -0.20 0.02 0.120
H 0.863 -9.089 2.094 0.71 0.05 -0.16 0.350
H -0.367 -8.077 2.640 -0.32 0.47 -0.09 0.300
```
Positions in Å, forces in eV/Å.

## Properties
- Charge: -3
- Maximum force: 0.1339 hartree/bohr
- Multiplicity: 11
- Frontier orbital gap (spin up / spin down): 0.159 / 0.159 Eh
- Total energy: -10750.44659 hartree
- LUMO (spin up / spin down): 3.87 / 3.87 eV

***

> What is the maximum force in the first record?

0.0107 hartree/bohr

***

> The highest maximum force belongs to which entry?

C39H77F18Mn2N10O29S6

***

> What is the formula in the first record?

C39H75CaN3O6P3Si2

***

> The lowest total energy belongs to which entry?

C39H77F18Mn2N10O29S6